DFT (ωB97M-V/def2-TZVPD) results for C3H4F3N as an isolated structure.

Structure (XYZ):
```
11
Properties=species:S:1:pos:R:3:forces:R:3
F -2.178 0.224 -2.302 1.1193 -0.8079 0.6070
F -1.859 -2.488 -2.333 -1.6295 -1.9456 -0.6593
F 0.544 1.365 -2.238 -0.2674 0.5724 0.5882
N 0.315 0.594 -1.091 -2.8154 -4.3368 -1.4874
C -1.174 -0.479 -1.760 3.4089 3.8953 1.6168
C -0.376 1.362 -0.090 0.3445 4.1862 -4.6660
C -0.996 -1.764 -1.683 2.2884 -0.4858 0.0092
H 0.317 2.105 0.326 -0.3304 0.1721 -0.3184
H -0.065 -2.331 -1.343 -1.5140 1.2991 -0.2274
H -1.249 1.782 -0.682 0.7458 0.4435 1.4779
H -0.695 0.797 0.656 -1.3501 -2.9925 3.0594
```
Positions in Å, forces in eV/Å.

Properties
energy relative to the best compared isomer or geometry (same formula, charge and spin): 524.9 kJ/mol
LUMO: 0.85 eV
net charge: 0
spin multiplicity: 1
largest force on an atom: 6.28 eV Å⁻¹
HOMO energy: -10.0640 eV



DFT (ωB97M-V/def2-TZVPD) results for a 2-piece molecular cluster, C3H4F3O3S overall.

Structure (XYZ):
```
14
Properties=species:S:1:pos:R:3:forces:R:3
S -0.665 2.290 -0.770 -0.7118 1.0282 0.4961
F 1.970 1.407 -1.316 -0.7224 0.5245 1.3687
F 1.722 -1.774 -0.157 1.7778 -0.3562 -0.2991
F 1.316 1.473 0.865 0.4378 0.5144 -0.8715
O -1.614 1.512 0.083 0.4210 -0.4155 0.3939
O -1.585 -1.217 0.844 -0.5202 2.3425 -1.0884
O -1.042 2.168 -2.185 0.8030 -0.3990 -0.3711
C 0.533 -1.199 -0.351 0.0484 2.0385 1.7686
C 0.919 1.322 -0.421 -0.2365 -3.1963 -0.7699
C -0.214 -1.366 0.989 -0.6102 -1.7088 0.6339
H -1.584 -0.243 0.518 -1.0750 -1.2077 0.4067
H -0.097 -2.417 1.440 0.3991 0.9732 -1.0886
H 0.061 -0.732 1.873 0.8809 0.1003 -1.2039
H 0.281 -1.223 -1.412 -0.8917 -0.2380 0.6248
```
Positions in Å, forces in eV/Å.

Properties
energy relative to the best compared isomer or geometry (same formula, charge and spin): 275.7 kJ/mol
LUMO (spin up / spin down): 3.86 / 3.73 eV
net charge: -1
spin multiplicity: 1
largest force on an atom: 3.30 eV Å⁻¹
HOMO energy (spin up / spin down): -3.6743 / -3.9376 eV



DFT (ωB97M-V/def2-TZVPD) results for a single C3H4F5OP molecule.

Structure (XYZ):
```
14
Properties=species:S:1:pos:R:3:forces:R:3
P 1.154 0.319 -1.518 0.4198 0.2068 0.8733
F 1.059 0.722 1.267 0.6570 0.1242 0.1319
F 2.452 -1.474 0.139 0.8714 0.3312 1.7176
F 2.040 -2.103 -1.811 0.1309 -0.5890 -0.9225
F 0.415 -2.064 -0.383 0.9624 0.3197 0.1189
F 0.282 2.368 0.106 0.3957 0.6062 -0.0221
O -0.855 0.404 0.092 0.7045 -0.1408 -1.1361
C -1.957 0.509 1.040 2.3269 3.2129 -1.5931
C 1.554 -1.404 -0.783 -2.2465 0.0206 -1.5327
C 0.447 1.044 0.126 -3.9325 -2.0603 -0.4744
H -0.133 -0.061 -2.027 0.6375 0.0757 0.3282
H -1.469 0.430 1.932 0.5178 -0.4874 3.0119
H -2.668 -0.233 0.869 -0.9209 -1.1875 -0.5823
H -2.322 1.541 0.951 -0.5241 -0.4323 0.0817
```
Positions in Å, forces in eV/Å.

Properties
energy relative to the best compared isomer or geometry (same formula, charge and spin): 0.0 kJ/mol
LUMO: 0.80 eV
net charge: 0
spin multiplicity: 1
largest force on an atom: 4.46 eV Å⁻¹
HOMO energy: -10.3630 eV
SMILES: COC(F)(F)PC(F)(F)F



DFT (ωB97M-V/def2-TZVPD) results for C3H4F6LiN3O15S6 as an isolated structure.

Structure (XYZ):
```
38
Properties=species:S:1:pos:R:3:forces:R:3
S 5.151 -0.532 1.727 0.3968 0.6470 4.3130
S 0.234 -5.587 0.210 5.0444 -1.5303 -5.4297
S -4.798 0.827 -1.714 5.6598 3.6804 -2.0176
S 5.374 -0.388 -0.599 2.5866 0.5125 -8.0528
S -6.612 -0.591 -1.635 -8.9688 -2.5530 1.5512
S -1.705 -5.222 1.473 -3.0234 4.3961 2.9492
F -2.199 -3.755 2.086 0.1961 -0.5296 -0.6649
F -4.311 1.399 -3.196 -0.2260 -0.5261 0.8848
F 0.674 -5.093 -1.275 1.4341 0.2402 -0.5401
F 3.992 -0.911 2.777 0.0524 -0.8269 -0.7593
F 4.319 -0.240 -1.820 0.2369 0.3798 -0.8583
F -7.028 -2.010 -2.189 -1.2767 -1.4272 0.0275
O -2.982 -5.808 1.181 1.5170 -0.3820 -0.4115
O -7.759 0.232 -2.110 2.7334 -1.2357 1.1443
O -0.936 -5.628 2.652 -0.4893 -0.4929 -2.5355
O 6.017 -1.640 -0.968 -0.1288 1.8386 0.8075
O 5.460 0.792 2.292 0.0842 -2.1950 -1.6239
O -1.225 6.694 0.275 3.9496 -1.2870 0.4014
O 6.167 -1.612 1.783 -2.6472 2.6412 -0.1192
O -3.442 0.726 -1.045 -4.1577 -0.3975 -1.2105
O 6.109 0.885 -0.654 -0.8139 -2.4121 0.5637
O 0.531 5.692 1.480 -2.7691 1.1353 -1.1590
O 0.488 5.582 -0.790 -0.8534 0.6133 1.4689
O -6.475 -0.820 -0.211 -0.0224 0.9680 -0.6013
O -0.046 -6.975 -0.185 -0.6722 1.6930 2.1498
O 1.421 -5.335 1.008 -1.6708 -0.1206 -0.2693
O -5.673 1.972 -1.344 1.5397 -3.4313 -0.0666
N -5.362 -0.706 -2.435 4.8414 4.9330 0.3031
N 4.211 -0.477 0.349 -0.0891 -0.5061 5.7212
N -0.875 -4.459 0.098 -2.1759 -2.8841 4.7390
C -0.136 6.113 0.314 -2.7913 -0.4627 0.2675
C 1.690 4.983 1.149 0.1520 0.3847 -1.1571
C 1.468 4.638 -0.361 1.1984 0.8651 0.1651
Li 0.510 -1.212 0.126 -0.0069 -0.4955 0.0027
H 2.345 4.940 -0.933 0.2050 -0.6874 0.0540
H 2.430 5.773 1.272 0.9415 -0.7788 -0.1106
H 1.156 3.623 -0.608 -0.0750 0.0938 0.2352
H 1.817 4.133 1.819 0.0889 0.1397 -0.1621
```
Positions in Å, forces in eV/Å.

Properties
LUMO: 1.49 eV
net charge: -2
spin multiplicity: 1
largest force on an atom: 9.45 eV Å⁻¹
HOMO energy: -5.4673 eV